{
  "formula": "C45H50F9N5OS",
  "method": "the ωB97M-V functional and the def2-TZVPD basis",
  "species": ["C", "O", "C", "C", "C", "C", "C", "C", "C", "C", "C", "C", "C", "F", "F", "C", "F", "F", "F", "C", "C", "C", "C", "C", "N", "C", "N", "N", "C", "N", "S", "N", "C", "H", "H", "H", "H", "H", "H", "H", "H", "H", "H", "H", "H", "H", "H", "H", "H", "H", "H", "H", "H", "H", "H", "H", "H", "H", "H", "H", "H", "H", "H", "F", "C", "C", "C", "C", "C", "C", "H", "H", "H", "H", "H", "F", "C", "C", "C", "C", "C", "C", "H", "H", "H", "H", "H", "F", "C", "C", "C", "C", "C", "C", "H", "H", "H", "H", "H", "F", "C", "C", "C", "C", "C", "C", "H", "H", "H", "H", "H"],
  "positions_angstrom": [[4.5289, -1.8679, 1.1665], [4.5596, -2.3556, -0.1634], [3.3380, -2.9747, -0.5508], [2.6460, -2.1903, -1.6684], [1.1085, -2.1172, -1.4737], [0.3249, -2.5631, -2.7327], [0.0416, -4.0795, -2.7480], [-1.4832, -4.3139, -2.7245], [-2.0225, -4.4420, -1.2824], [-3.2104, -3.5815, -0.9700], [-3.3238, -2.9836, 0.2436], [-4.3584, -2.0716, 0.5961], [-4.3006, -1.5559, 2.0302], [-5.5040, -1.4542, 2.6122], [-3.5942, -2.4536, 2.7727], [-3.5303, -0.2278, 2.2304], [-2.4226, -0.2234, 1.5046], [-3.1775, -0.1132, 3.5221], [-4.2826, 0.8252, 1.9350], [-5.3303, -1.6966, -0.2860], [-6.4169, -0.6795, -0.0580], [-6.4791, 0.4677, -1.0872], [-5.3758, 1.5201, -1.0025], [-4.0046, 1.0420, -1.4982], [-3.3156, 2.0615, -2.3492], [-2.0402, 2.4532, -1.7885], [-0.9774, 1.7813, -1.8404], [-2.0540, 3.7143, -1.1130], [-5.3084, -2.3793, -1.5534], [-6.1961, -2.2330, -2.5260], [-5.7819, -3.2187, -3.7214], [-4.4517, -3.8516, -3.0965], [-4.2687, -3.3218, -1.8959], [4.5867, -2.6816, 1.8836], [5.4008, -1.2309, 1.2783], [3.6411, -1.2592, 1.3357], [3.5435, -3.9926, -0.8847], [2.6702, -3.0525, 0.3059], [2.8422, -2.6594, -2.6276], [2.9856, -1.1675, -1.7186], [0.8223, -1.0918, -1.2487], [0.7757, -2.7499, -0.6553], [-0.6050, -1.9969, -2.7381], [0.8748, -2.2829, -3.6270], [0.4546, -4.5515, -1.8587], [0.4967, -4.5780, -3.5964], [-1.7707, -5.1780, -3.3174], [-1.9388, -3.4630, -3.2082], [-2.2315, -5.4903, -1.0733], [-1.2187, -4.1485, -0.6131], [-2.5490, -3.2114, 0.9553], [-7.3644, -1.2093, -0.1527], [-6.3883, -0.2518, 0.9329], [-7.4309, 0.9697, -0.9261], [-6.4908, 0.0976, -2.1050], [-5.2942, 1.9563, -0.0110], [-5.6551, 2.3338, -1.6680], [-3.3696, 0.8217, -0.6460], [-4.1017, 0.1108, -2.0508], [-3.1152, 1.6180, -3.2367], [-1.1495, 0.9121, -2.3438], [-2.4799, 4.3652, -1.7695], [-2.7714, 3.6259, -0.3932], [4.3795, -1.9018, 4.1763], [4.0357, -0.7589, 4.8062], [2.7349, -0.3095, 4.7048], [2.3843, 0.8697, 5.3452], [3.3339, 1.5813, 6.0654], [4.6380, 1.1119, 6.1514], [4.9953, -0.0713, 5.5207], [2.0136, -0.8753, 4.1298], [1.3680, 1.2340, 5.2785], [3.0578, 2.5043, 6.5583], [5.3775, 1.6672, 6.7070], [6.0041, -0.4581, 5.5772], [3.6248, 0.9120, -1.6721], [3.1045, 1.8682, -0.8712], [1.7642, 2.1777, -0.9934], [1.2200, 3.1394, -0.1566], [2.0227, 3.7829, 0.7768], [3.3695, 3.4584, 0.8790], [3.9198, 2.4883, 0.0532], [1.1547, 1.6646, -1.7259], [0.1671, 3.3774, -0.2322], [1.5962, 4.5341, 1.4283], [3.9944, 3.9586, 1.6070], [4.9631, 2.2102, 0.1237], [-1.3407, 0.2769, -4.5828], [-1.4350, -0.6996, -5.5160], [-0.6563, -0.6153, -6.6504], [-0.7512, -1.6246, -7.5974], [-1.6199, -2.6899, -7.4001], [-2.3951, -2.7496, -6.2503], [-2.3024, -1.7476, -5.2966], [0.0114, 0.2253, -6.7848], [-0.1432, -1.5792, -8.4905], [-1.6904, -3.4740, -8.1417], [-3.0723, -3.5785, -6.0916], [-2.8907, -1.7835, -4.3867], [6.7053, 3.4685, 6.9662], [6.1239, 4.5040, 6.3246], [6.6191, 4.8937, 5.0972], [6.0169, 5.9565, 4.4404], [4.9399, 6.6153, 5.0176], [4.4603, 6.2075, 6.2544], [5.0515, 5.1407, 6.9154], [7.4623, 4.3697, 4.6672], [6.3900, 6.2703, 3.4750], [4.4750, 7.4454, 4.5031], [3.6232, 6.7207, 6.7077], [4.6884, 4.8021, 7.8771]],
  "orbital_gap_ha": 0.2805,
  "multiplicity": 1
}